(1)
The following is a quantum chemistry calculation of a molecular structure, C17H15N4OSTc in a non-equilibrium geometry, from OMol25.

Properties
- HOMO-LUMO gap (spin up / spin down) (eV) = 6.620 / 6.608
- total charge = +3
- multiplicity = 4
- HOMO energy (spin up / spin down) (eV) = -18.49 / -19.13

Each line ends with the Mulliken charge.
Positions of all 39 atoms, in Å:
Tc 0.9485 0.2577 -0.6148  0.73
C 1.9630 3.2907 -0.1566  -1.39
C 1.6342 2.6304 1.1440  0.91
C 1.9286 3.2293 2.3687  -0.56
C 1.6146 2.5768 3.5432  -0.52
C 0.9665 1.3354 3.4995  -0.46
C 0.6769 0.7898 2.2752  0.68
N 1.0320 1.4271 1.1108  -0.31
C 0.0030 -0.4998 2.0496  0.48
C -0.6248 -1.3572 2.9441  -0.85
C -1.2315 -2.5068 2.4520  -0.48
C -1.2284 -2.8093 1.0813  -1.05
C -0.5915 -1.9240 0.2520  -0.62
N 0.0016 -0.8291 0.7514  0.18
C -0.3865 -1.8757 -1.2776  2.47
C -1.0528 -2.9242 -2.0823  -1.07
C -1.9867 -2.5576 -3.0091  -0.26
C -2.2516 -1.2066 -3.2707  -0.70
C -1.5164 -0.1704 -2.6129  0.62
C -1.6695 1.2342 -3.0515  -1.35
N -0.7035 -0.4785 -1.6291  0.06
H 1.4017 4.2205 -0.2665  0.37
H 1.7218 2.6592 -1.0266  0.26
H 3.0223 3.5461 -0.1994  0.41
H 2.3968 4.2049 2.3798  0.48
H 1.8663 3.0242 4.4963  0.49
H 0.7054 0.8225 4.4149  0.42
H -0.6513 -1.1329 4.0016  0.44
H -1.7313 -3.1838 3.1335  0.49
H -1.7249 -3.6944 0.7067  0.56
H -0.7904 -3.9587 -1.8947  0.58
H -2.5203 -3.3190 -3.5643  0.53
H -2.9830 -0.9280 -4.0174  0.48
H -2.7220 1.5273 -3.0576  0.41
H -1.3448 1.3145 -4.0944  0.39
H -1.1017 1.9326 -2.4403  0.22
O 3.2680 -0.8820 -1.3284  -0.40
S 2.5655 -2.1149 -1.6220  0.63
N 1.0960 -1.6704 -1.3886  -0.27

(2)
The following is a quantum chemistry calculation of a molecular structure, C18H31CoN4O2S3 in a non-equilibrium geometry, from OMol25.

Properties
- HOMO-LUMO gap (spin up / spin down) (eV) = 8.914 / 8.477
- relative energy (zero: lowest compared OMol25 entry of this formula, charge and spin) (kJ/mol) = 48.00
- total charge = +1
- multiplicity = 4
- HOMO energy (spin up / spin down) (eV) = -11.04 / -11.05

Each line ends with the Mulliken charge.
Positions of all 59 atoms, in Å:
Co 0.2999 0.4421 0.1667  1.34
C -1.5135 3.4765 4.4402  -1.01
C -0.0770 3.1028 4.7973  -0.64
N 0.3893 1.8764 4.1730  0.06
C 0.3856 0.6424 4.9317  -0.85
C -0.9641 -0.0716 4.8590  -0.49
C 0.7059 1.9068 2.8790  0.69
S 1.4176 0.4853 2.1683  -0.62
N 0.6125 3.0560 2.2462  -0.14
C 0.3155 3.2538 0.9785  0.05
O -0.1637 2.3633 0.2163  -0.69
C 0.3930 4.6356 0.4690  0.58
C 0.4269 5.7335 1.3245  -0.11
C 0.4033 7.0145 0.8061  -0.70
C 0.3514 7.2146 -0.5654  -0.39
C 0.3392 6.1256 -1.4232  -0.69
C 0.3523 4.8436 -0.9089  -0.48
H -1.7432 4.4480 4.8695  0.37
H -2.2215 2.7536 4.8345  0.32
H -1.6297 3.5419 3.3623  0.21
H 0.0211 2.9897 5.8783  0.40
H 0.5928 3.8994 4.4608  0.39
H 0.6344 0.8664 5.9708  0.39
H 1.1632 -0.0090 4.5284  0.43
H -1.7196 0.4630 5.4272  0.31
H -0.8723 -1.0738 5.2682  0.41
H -1.2959 -0.1506 3.8257  -0.15
H 0.4493 5.5756 2.3900  0.40
H 0.4324 7.8557 1.4809  0.42
H 0.3137 8.2164 -0.9620  0.40
H 0.3269 6.2717 -2.4930  0.42
H 0.3299 3.9902 -1.5686  0.43
C 5.5491 0.2881 0.0167  -1.01
N 4.3450 0.5880 -0.7236  -0.14
C 3.1991 -0.0740 -0.6469  0.80
N 3.0948 -1.2090 0.0455  -0.36
S 1.8644 0.5211 -1.5273  -0.58
H 6.1771 1.1749 0.0274  0.34
H 6.1079 -0.5270 -0.4466  0.35
H 5.3115 0.0237 1.0483  0.31
H 4.3495 1.4089 -1.3104  0.26
H 3.8337 -1.5668 0.6272  0.16
H 2.1911 -1.6553 0.0859  0.13
C -3.4575 -2.8437 1.0147  -1.24
C -3.8320 -1.5272 0.3606  -0.60
S -2.6596 -0.2380 0.9484  0.46
O -1.3486 -0.6584 0.3110  -0.97
C -3.1904 1.2291 -0.0279  0.30
C -3.7315 0.9672 -1.4160  -1.51
H -4.0417 -3.6592 0.5955  0.39
H -3.6281 -2.8070 2.0882  0.32
H -2.4056 -3.0602 0.8412  0.30
H -4.8259 -1.1983 0.6557  0.49
H -3.7622 -1.5920 -0.7206  0.40
H -2.2712 1.8163 -0.0863  -0.29
H -3.9074 1.7678 0.5892  0.49
H -3.0566 0.3288 -1.9805  0.35
H -3.8076 1.9159 -1.9429  0.42
H -4.7203 0.5173 -1.3821  0.36

(3)
The following is a quantum chemistry calculation of a molecular structure, C37H62MnN2O3Si5, from OMol25.

Properties
- HOMO-LUMO gap (spin up / spin down) (eV) = 7.097 / 7.925
- relative energy (zero: lowest compared OMol25 entry of this formula, charge and spin) (kJ/mol) = 0.00
- total charge = +1
- multiplicity = 5
- HOMO energy (spin up / spin down) (eV) = -10.25 / -10.50

Each line ends with the Mulliken charge.
Positions of all 110 atoms, in Å:
Mn -0.0609 -0.1744 0.2366  -1.13
O 0.3329 -0.5848 2.4309  -0.48
C 0.3296 -1.9828 2.6952  -1.28
C 0.5279 -2.8263 1.4520  0.70
C 0.8599 -4.1690 1.5465  -0.83
C 1.0159 -4.9069 0.3890  -0.64
C 0.8328 -4.2890 -0.8407  -1.17
C 0.5086 -2.9512 -0.8575  -0.68
N 0.3593 -2.2351 0.2665  1.76
H 1.2332 -0.2927 2.2030  0.17
H -0.6406 -2.2128 3.1360  0.38
H 1.0930 -2.2405 3.4303  0.50
H 1.0128 -4.6192 2.5195  0.55
H 1.2897 -5.9538 0.4410  0.50
H 0.9589 -4.8258 -1.7714  0.54
H 0.3738 -2.4185 -1.7900  0.49
O 0.1013 2.5268 0.8653  -0.50
N -0.6193 1.5855 0.1391  0.50
C -3.2657 -3.6264 -1.1322  -1.51
C -3.7058 -2.7642 0.0695  1.75
C -5.1818 -2.3743 -0.0799  -1.38
C -3.5012 -3.5507 1.3731  -1.46
C -2.8586 -1.5715 0.0715  1.39
C -2.1336 -0.5885 0.0521  -0.36
H -3.9208 -4.4984 -1.1984  0.48
H -2.2399 -3.9761 -1.0091  0.24
H -3.3388 -3.0649 -2.0651  0.27
H -5.7826 -3.2809 0.0104  0.43
H -5.3866 -1.9299 -1.0559  0.29
H -5.4981 -1.6811 0.7002  0.25
H -4.0211 -4.5079 1.2944  0.47
H -3.9019 -3.0132 2.2336  0.30
H -2.4420 -3.7524 1.5510  0.17
C 4.4470 1.3603 1.5646  -1.74
C 4.4647 1.0269 0.0650  2.34
C 4.0895 2.2936 -0.7099  -1.68
C 5.8688 0.5616 -0.3350  -1.77
Si 3.1607 -0.2836 -0.3072  -1.03
O 1.7293 0.1975 0.3254  0.66
C 3.6199 -1.9164 0.5277  1.28
C 3.6276 -1.9864 1.9282  -0.28
C 4.0023 -3.1396 2.6034  -1.15
C 4.3862 -4.2658 1.8849  -0.66
C 4.3834 -4.2259 0.4983  -0.83
C 4.0036 -3.0649 -0.1679  -0.25
C 2.9334 -0.5107 -2.1625  1.28
C 1.7728 -0.0502 -2.7904  -0.51
C 1.5723 -0.1814 -4.1584  -0.64
C 2.5514 -0.7749 -4.9427  -0.72
C 3.7288 -1.2141 -4.3515  -0.98
C 3.9150 -1.0776 -2.9822  -0.64
H 5.1249 2.1994 1.7607  0.57
H 4.7938 0.5233 2.1770  0.36
H 3.4471 1.6544 1.9005  0.14
H 4.8183 3.0885 -0.5122  0.57
H 3.1085 2.6510 -0.3890  -0.05
H 4.0600 2.1275 -1.7909  0.32
H 6.6120 1.2964 -0.0045  0.48
H 5.9712 0.4681 -1.4199  0.32
H 6.1321 -0.3992 0.1180  0.29
H 3.3530 -1.1116 2.5162  0.50
H 4.0147 -3.1552 3.6878  0.45
H 4.6965 -5.1647 2.4048  0.42
H 4.6865 -5.0989 -0.0695  0.45
H 4.0052 -3.0633 -1.2548  0.35
H 1.0244 0.4805 -2.2204  0.49
H 0.6625 0.1965 -4.6139  0.48
H 2.4071 -0.8775 -6.0116  0.40
H 4.5072 -1.6598 -4.9603  0.43
H 4.8478 -1.4277 -2.5496  0.44
C 0.7906 4.9539 1.9599  -1.31
Si -0.0121 4.1679 0.4771  1.20
C -1.8179 4.6472 0.3464  -0.63
C 0.8635 4.5941 -1.1193  -1.08
Si -2.3563 1.3325 0.1413  -1.24
Si -3.2085 1.7551 -2.0503  0.89
C -1.9018 2.7476 -2.9606  -0.94
C -4.8342 2.6837 -1.9247  -1.29
C -3.4698 0.1376 -2.9681  -1.04
Si -3.3788 1.7362 2.2536  0.93
C -4.7617 2.9995 2.1085  -1.21
C -4.1020 0.1204 2.8801  -0.85
C -1.9898 2.2919 3.3900  -0.78
H 1.2211 5.9277 1.7096  0.42
H 1.5989 4.3188 2.3338  0.30
H 0.0771 5.0972 2.7758  0.32
H -1.8722 5.7307 0.1848  0.59
H -2.3808 4.4370 1.2623  -0.16
H -2.3395 4.1921 -0.5067  -0.25
H 1.3470 5.5714 -1.0279  0.44
H 0.1826 4.6444 -1.9699  0.32
H 1.6403 3.8676 -1.3621  0.24
H -1.9571 3.8114 -2.7176  0.32
H -2.0681 2.6506 -4.0378  0.60
H -0.8898 2.3981 -2.7395  0.02
H -4.7032 3.6688 -1.4682  0.36
H -5.5622 2.1301 -1.3241  0.32
H -5.2724 2.8323 -2.9166  0.42
H -2.5885 -0.5077 -2.9595  0.18
H -3.7123 0.3686 -4.0101  0.54
H -4.3120 -0.4194 -2.5456  0.13
H -5.3721 2.8311 1.2167  0.29
H -4.3870 4.0254 2.0642  0.37
H -5.4234 2.9263 2.9780  0.43
H -4.9389 -0.2037 2.2543  0.16
H -4.4863 0.2714 3.8936  0.53
H -3.3625 -0.6834 2.9119  -0.04
H -1.6749 3.3155 3.1791  0.12
H -1.1102 1.6504 3.2951  0.01
H -2.3345 2.2541 4.4282  0.52

These records have E_tot values of -1428.91952, -3651.20089, -4380.74962 a.u., in the order they appear.